{
  "formula": "H22O11",
  "method": "ωB97M-V/def2-TZVPD",
  "lumo_ha": -0.0175,
  "smiles": "O.O.O.O.O.O.O.O.O.O.O",
  "fmax_ev_per_a": 1.84,
  "e_homo_ev": -9.684,
  "homo_lumo_gap_ev": 9.208,
  "e_above_lowest_kcal_mol": 79.91,
  "charge": 0,
  "total_energy_ev": -22878.04856,
  "species": ["O", "H", "H", "O", "H", "H", "O", "H", "H", "O", "H", "H", "O", "H", "H", "O", "H", "H", "O", "H", "H", "O", "H", "H", "O", "H", "H", "O", "H", "H", "O", "H", "H"],
  "xyz": [[-0.598, -0.653, -1.104], [-0.810, -0.254, -1.955], [-0.331, 0.094, -0.555], [2.599, -0.645, 1.502], [3.379, -1.199, 1.383], [2.762, -0.185, 2.333], [-3.596, -2.697, -0.323], [-3.272, -1.823, -0.567], [-3.488, -2.729, 0.634], [1.676, -2.247, -0.351], [1.190, -2.553, 0.423], [1.084, -1.606, -0.761], [3.585, 1.906, 1.589], [2.699, 1.537, 1.506], [3.567, 2.369, 2.435], [-2.758, 2.540, 1.326], [-2.802, 2.116, 0.462], [-2.171, 3.292, 1.189], [-3.138, 1.999, -3.611], [-2.442, 2.442, -3.114], [-2.712, 1.748, -4.439], [3.288, 0.733, -4.002], [2.587, 0.191, -3.623], [3.832, 0.105, -4.492], [0.867, 1.004, 2.165], [1.321, 0.702, 2.961], [0.739, 1.948, 2.312], [-0.793, -3.368, 0.026], [-0.914, -2.429, -0.158], [-1.236, -3.810, -0.707], [-1.326, 0.258, 2.189], [-2.115, 0.380, 2.728], [-0.671, 0.835, 2.597]],
  "nbo_charge": [-0.963, 0.482, 0.495, -0.921, 0.484, 0.435, -0.943, 0.467, 0.476, -0.961, 0.482, 0.471, -0.943, 0.482, 0.451, -0.933, 0.472, 0.462, -0.933, 0.463, 0.471, -0.937, 0.467, 0.470, -0.904, 0.475, 0.472, -0.961, 0.479, 0.477, -0.962, 0.462, 0.466]
}



{
  "formula": "C17H60Br2N16O17Pb",
  "method": "ωB97M-V/def2-TZVPD",
  "lumo_ha": -0.0075,
  "fmax_ev_per_a": 10.75,
  "e_homo_ev": -8.336,
  "homo_lumo_gap_ev": 8.133,
  "charge": 0,
  "total_energy_ev": -222589.25292,
  "species": ["Pb", "Br", "Br", "C", "C", "O", "O", "H", "H", "H", "H", "H", "H", "C", "C", "O", "O", "H", "H", "H", "H", "H", "H", "C", "C", "O", "O", "H", "H", "H", "H", "H", "H", "C", "C", "O", "O", "H", "H", "H", "H", "H", "H", "C", "O", "N", "N", "H", "H", "H", "H", "C", "O", "N", "N", "H", "H", "H", "H", "C", "O", "N", "N", "H", "H", "H", "H", "C", "O", "N", "N", "H", "H", "H", "H", "C", "O", "N", "N", "H", "H", "H", "H", "C", "O", "N", "N", "H", "H", "H", "H", "C", "O", "N", "N", "H", "H", "H", "H", "C", "O", "N", "N", "H", "H", "H", "H", "C", "O", "H", "H", "H", "H"],
  "xyz": [[1.710, 3.026, -1.184], [0.804, 0.231, -0.289], [1.506, 3.047, -4.261], [0.610, -4.826, -0.879], [1.153, -3.502, -1.460], [0.102, -2.642, -1.730], [0.118, -5.571, -2.005], [-0.172, -4.678, -0.134], [1.342, -5.466, -0.385], [1.892, -3.735, -2.227], [1.703, -3.020, -0.653], [0.312, -1.807, -1.305], [-0.822, -5.393, -2.088], [-1.495, 0.953, 2.849], [-2.320, 0.152, 3.928], [-3.458, 0.912, 4.176], [-1.993, 0.874, 1.553], [-0.476, 0.604, 3.016], [-1.271, 1.983, 3.128], [-1.702, -0.038, 4.806], [-2.609, -0.784, 3.450], [-3.823, 1.043, 3.298], [-1.292, 0.760, 0.907], [-0.144, -0.497, -4.779], [1.213, -1.225, -4.932], [1.287, -1.994, -6.120], [-0.319, 0.586, -5.646], [-0.036, -0.090, -3.773], [-1.001, -1.161, -4.890], [1.568, -1.754, -4.047], [1.959, -0.431, -4.961], [0.845, -2.822, -5.919], [0.202, 1.295, -5.261], [4.067, 0.745, 1.962], [4.246, -0.732, 1.914], [5.440, -1.173, 1.360], [2.864, 1.277, 2.531], [4.239, 1.114, 0.951], [4.875, 1.275, 2.465], [3.463, -1.365, 1.495], [4.061, -1.189, 2.886], [5.489, -2.111, 1.163], [2.190, 1.261, 1.848], [-2.997, -2.751, -3.070], [-4.122, -2.821, -3.510], [-2.501, -1.850, -2.210], [-2.143, -3.595, -3.584], [-3.029, -1.060, -1.867], [-1.591, -1.965, -1.788], [-1.170, -3.428, -3.371], [-2.408, -4.448, -4.057], [-1.755, 3.279, -1.949], [-0.847, 3.005, -1.180], [-1.827, 2.737, -3.153], [-2.802, 4.044, -1.708], [-1.162, 2.004, -3.351], [-2.499, 3.043, -3.842], [-2.834, 4.447, -0.783], [-3.428, 4.224, -2.479], [-0.771, -2.821, 2.360], [-1.537, -3.008, 1.476], [-0.867, -3.325, 3.549], [0.254, -2.013, 2.253], [-1.547, -4.042, 3.755], [-0.157, -3.195, 4.256], [0.421, -1.434, 1.442], [0.822, -1.804, 3.062], [-5.362, 2.583, 0.406], [-4.737, 3.599, 0.676], [-4.935, 1.362, 0.520], [-6.562, 2.485, -0.019], [-3.979, 1.192, 0.798], [-5.521, 0.540, 0.478], [-6.902, 1.535, -0.071], [-7.109, 3.331, 0.043], [-5.083, -1.946, 1.648], [-6.195, -1.506, 1.659], [-4.701, -2.725, 2.641], [-4.134, -1.776, 0.759], [-5.247, -2.926, 3.466], [-3.781, -3.142, 2.656], [-4.537, -1.458, -0.110], [-3.294, -2.310, 0.935], [0.160, 4.063, 1.785], [0.997, 3.332, 1.227], [-1.138, 4.014, 1.629], [0.390, 5.083, 2.591], [-1.723, 4.805, 1.856], [-1.635, 3.212, 1.267], [-0.359, 5.558, 3.074], [1.335, 5.111, 2.947], [3.892, 0.564, -2.729], [3.567, 1.539, -2.110], [4.740, 0.576, -3.717], [3.400, -0.576, -2.489], [4.927, 1.506, -4.064], [5.023, -0.175, -4.331], [3.982, -1.383, -2.662], [2.690, -0.337, -1.811], [4.599, 4.603, 0.467], [3.721, 3.913, -0.006], [4.590, 5.187, 1.558], [5.756, 4.924, -0.019], [3.868, 5.044, 2.250], [5.330, 5.816, 1.836], [5.891, 4.567, -0.955], [6.396, 5.536, 0.467], [2.690, -3.705, 3.717], [2.093, -3.012, 4.820], [2.370, -3.276, 2.768], [3.780, -3.701, 3.750], [2.380, -4.749, 3.744], [2.534, -3.229, 5.645]],
  "mulliken_charge": [1.411, -0.221, -0.705, -0.618, 0.178, 0.840, -0.616, 0.128, 0.419, 0.245, -0.212, -1.079, 0.365, -0.273, -0.591, -0.662, 1.209, -0.105, 0.237, 0.428, 0.233, 0.354, -0.793, 0.399, 0.058, -0.590, -0.592, -0.119, 0.111, -0.198, 0.155, 0.356, 0.204, -0.016, 0.441, -0.630, -0.551, -0.088, 0.489, -0.498, 0.224, 0.354, 0.061, 0.581, -0.751, 0.237, -0.234, 0.069, 0.200, 0.047, 0.213, 0.511, -0.428, -0.311, -0.337, 0.008, 0.146, 0.195, 0.149, 0.270, -0.880, -0.250, 1.004, 0.280, 0.092, -0.999, 0.251, 0.585, -0.705, -0.017, -0.349, -0.237, 0.130, 0.151, 0.277, 0.619, -0.728, -0.293, 0.022, 0.206, 0.065, 0.244, 0.180, 0.491, 0.112, -0.056, -0.468, 0.171, -0.201, 0.154, 0.227, 0.320, -0.252, -0.415, -0.058, 0.233, 0.174, 0.203, -0.507, 0.505, -0.555, -0.309, -0.449, 0.191, 0.132, 0.245, 0.132, -0.376, -0.563, -0.018, 0.378, 0.297, 0.304]
}



{
  "formula": "C23H48IN5O8",
  "method": "ωB97M-V/def2-TZVPD",
  "lumo_ha": -0.0333,
  "smiles": "O=NOCC1=CC(=O)C(I)=CC1=O.COC[C@@H](C)N.COC[C@@H](C)N.COC[C@@H](C)N.COC[C@@H](C)N",
  "fmax_ev_per_a": 1.94,
  "e_homo_ev": -9.055,
  "homo_lumo_gap_ev": 8.148,
  "e_above_lowest_kcal_mol": 89.36,
  "charge": 0,
  "total_energy_ev": -56552.95352,
  "species": ["O", "N", "O", "C", "C", "C", "C", "O", "C", "I", "C", "C", "O", "H", "H", "H", "H", "C", "O", "C", "C", "C", "N", "H", "H", "H", "H", "H", "H", "H", "H", "H", "H", "H", "C", "O", "C", "C", "C", "N", "H", "H", "H", "H", "H", "H", "H", "H", "H", "H", "H", "C", "O", "C", "C", "C", "N", "H", "H", "H", "H", "H", "H", "H", "H", "H", "H", "H", "C", "O", "C", "C", "C", "N", "H", "H", "H", "H", "H", "H", "H", "H", "H", "H", "H"],
  "xyz": [[1.517, -4.055, -4.583], [2.093, -4.841, -3.945], [1.325, -5.294, -2.837], [1.499, -4.326, -1.788], [1.892, -4.933, -0.440], [1.538, -4.300, 0.665], [2.003, -4.952, 1.966], [1.325, -5.050, 2.933], [3.428, -5.528, 1.894], [4.787, -5.289, 3.505], [3.785, -6.165, 0.796], [2.720, -6.225, -0.306], [2.518, -7.183, -0.970], [2.344, -3.674, -2.088], [0.612, -3.688, -1.638], [0.953, -3.377, 0.676], [4.778, -6.598, 0.660], [3.565, -5.775, 8.139], [2.973, -5.844, 6.854], [1.580, -6.106, 6.852], [0.699, -4.866, 7.077], [0.649, -4.407, 8.532], [1.120, -3.741, 6.237], [3.098, -6.470, 8.842], [3.517, -4.755, 8.529], [4.618, -6.039, 8.036], [1.359, -6.493, 5.853], [1.337, -6.908, 7.560], [-0.322, -5.139, 6.793], [1.560, -3.890, 8.837], [-0.177, -3.711, 8.680], [0.495, -5.253, 9.207], [1.061, -4.023, 5.261], [2.118, -3.606, 6.388], [1.074, 0.790, -0.223], [1.166, -0.284, -1.145], [1.042, 0.095, -2.509], [2.340, 0.626, -3.139], [2.674, 2.056, -2.727], [3.488, -0.237, -2.837], [0.374, 1.559, -0.561], [2.059, 1.228, -0.046], [0.717, 0.386, 0.725], [0.760, -0.819, -3.041], [0.212, 0.801, -2.641], [2.195, 0.630, -4.224], [3.071, 2.117, -1.713], [3.433, 2.473, -3.390], [1.793, 2.699, -2.787], [3.301, -1.170, -3.198], [3.511, -0.369, -1.828], [1.169, 5.669, -0.982], [0.705, 5.081, -2.185], [-0.706, 5.068, -2.331], [-1.306, 6.383, -2.859], [-1.389, 7.482, -1.805], [-0.567, 6.891, -4.020], [0.492, 5.477, -0.146], [1.314, 6.744, -1.112], [2.141, 5.231, -0.751], [-0.913, 4.285, -3.069], [-1.188, 4.750, -1.398], [-2.331, 6.167, -3.176], [-0.419, 7.936, -1.600], [-2.049, 8.281, -2.144], [-1.791, 7.096, -0.865], [-0.594, 6.191, -4.758], [0.417, 6.927, -3.761], [-5.735, 4.641, -1.492], [-4.602, 4.265, -2.256], [-4.493, 2.874, -2.506], [-5.337, 2.370, -3.689], [-6.822, 2.234, -3.366], [-5.186, 3.224, -4.872], [-5.993, 3.886, -0.744], [-6.589, 4.835, -2.143], [-5.495, 5.572, -0.977], [-3.440, 2.705, -2.752], [-4.697, 2.300, -1.593], [-4.972, 1.370, -3.944], [-7.331, 3.198, -3.336], [-7.321, 1.635, -4.128], [-6.972, 1.739, -2.404], [-4.206, 3.237, -5.144], [-5.367, 4.182, -4.580]],
  "mulliken_charge": [-0.222, 0.145, -0.158, -0.279, 0.604, -0.513, 0.326, -0.462, -0.051, 0.115, -0.505, 0.039, -0.452, 0.165, 0.332, 0.457, 0.421, -0.716, -0.293, -0.635, 0.387, -1.467, -0.733, 0.311, 0.247, 0.249, 0.319, 0.393, 0.385, 0.285, 0.370, 0.348, 0.233, 0.348, -0.662, -0.289, -0.551, 0.410, -1.350, -0.738, 0.222, 0.272, 0.263, 0.337, 0.236, 0.407, 0.220, 0.409, 0.214, 0.241, 0.344, -0.813, -0.317, -0.576, 0.478, -1.472, -0.735, 0.360, 0.250, 0.279, 0.212, 0.458, 0.263, 0.313, 0.363, 0.342, 0.274, 0.347, -0.782, -0.263, -0.599, 0.366, -1.426, -0.738, 0.340, 0.265, 0.241, 0.170, 0.425, 0.408, 0.292, 0.362, 0.342, 0.270, 0.325]
}



{
  "formula": "C20H23N3O3",
  "method": "ωB97M-V/def2-TZVPD",
  "lumo_ha": 0.0270,
  "smiles": "COc1ccc(/C=N/NC(=O)CN2CCCc3ccccc32)c(OC)c1",
  "fmax_ev_per_a": 0.87,
  "e_homo_ev": -7.952,
  "homo_lumo_gap_ev": 8.687,
  "e_above_lowest_kcal_mol": 76.51,
  "charge": 0,
  "total_energy_ev": -31724.83577,
  "species": ["C", "O", "C", "C", "C", "C", "C", "N", "N", "C", "O", "C", "N", "C", "C", "C", "C", "C", "C", "C", "C", "C", "C", "O", "C", "C", "H", "H", "H", "H", "H", "H", "H", "H", "H", "H", "H", "H", "H", "H", "H", "H", "H", "H", "H", "H", "H", "H", "H"],
  "xyz": [[-8.087, -0.264, 0.318], [-7.031, 0.623, 0.599], [-5.771, 0.269, 0.232], [-5.428, -0.916, -0.418], [-4.105, -1.160, -0.707], [-3.071, -0.276, -0.373], [-1.731, -0.796, -0.573], [-0.765, -0.486, 0.200], [0.475, -1.029, 0.065], [1.000, -1.844, -0.883], [0.403, -2.326, -1.821], [2.486, -2.147, -0.632], [3.141, -1.197, 0.234], [3.886, -1.754, 1.345], [4.226, -0.659, 2.346], [5.114, 0.369, 1.660], [4.478, 0.830, 0.376], [4.821, 2.063, -0.153], [4.264, 2.527, -1.331], [3.333, 1.742, -1.985], [2.974, 0.510, -1.474], [3.544, 0.025, -0.293], [-3.435, 0.961, 0.197], [-2.628, 2.018, 0.460], [-1.434, 2.214, -0.261], [-4.773, 1.194, 0.505], [-8.985, 0.216, 0.704], [-7.948, -1.227, 0.820], [-8.199, -0.428, -0.759], [-6.172, -1.648, -0.688], [-3.840, -2.093, -1.183], [-1.637, -1.543, -1.358], [1.123, -0.680, 0.763], [2.975, -2.231, -1.612], [2.523, -3.137, -0.168], [4.813, -2.238, 1.001], [3.263, -2.517, 1.823], [3.304, -0.181, 2.686], [4.728, -1.092, 3.212], [6.090, -0.078, 1.442], [5.287, 1.225, 2.315], [5.545, 2.668, 0.375], [4.549, 3.489, -1.727], [2.877, 2.087, -2.902], [2.238, -0.073, -2.005], [-1.537, 1.898, -1.302], [-1.240, 3.286, -0.222], [-0.601, 1.671, 0.194], [-5.039, 2.135, 0.960]],
  "nbo_charge": [-0.252, -0.488, 0.340, -0.365, -0.075, -0.230, 0.069, -0.273, -0.448, 0.643, -0.615, -0.305, -0.453, -0.198, -0.400, -0.415, -0.072, -0.186, -0.231, -0.213, -0.218, 0.152, 0.368, -0.493, -0.248, -0.312, 0.201, 0.177, 0.177, 0.219, 0.205, 0.208, 0.411, 0.221, 0.232, 0.176, 0.203, 0.204, 0.217, 0.210, 0.219, 0.208, 0.212, 0.214, 0.208, 0.175, 0.188, 0.202, 0.234]
}